Record 1
Formula: H4O2
Source: the Open Molecules 2025 dataset
Level of theory: the ωB97M-V functional and the def2-TZVPD basis

The geometry in XYZ format:
```
6
Properties=species:S:1:pos:R:3:forces:R:3:lowdin_charge:R:1
O -0.8774 -0.2321 0.8265 0.0 -0.2 -0.1 -0.049
H -1.2684 -0.1044 1.6974 0.1 0.0 -0.1 0.048
H -0.9205 -1.1817 0.6618 -0.1 0.1 0.1 0.050
O 0.9977 0.7764 -1.3451 -0.1 -0.2 0.0 -0.069
H 1.7880 0.3174 -1.0437 -0.1 0.0 0.0 0.029
H 0.2806 0.4243 -0.7969 0.2 0.2 0.1 -0.009
```
Positions in Å, forces in eV/Å.

Values from the calculation:
* HOMO: -0.40374 hartree
* gap between HOMO and LUMO: 0.42610 Eh
* calculated total energy: -152.87254 a.u.
* M: 36.0 g mol⁻¹
* SMILES: O.O
* LUMO: 0.6 eV

Record 2
Formula: C32H26NO2
Source: the Open Molecules 2025 dataset
Level of theory: the ωB97M-V functional and the def2-TZVPD basis

The geometry in XYZ format:
```
61
Properties=species:S:1:pos:R:3:forces:R:3:lowdin_charge:R:1
C 5.1275 -6.1739 4.2419 0.3 -0.3 0.4 -0.074
O 4.5829 -5.3456 3.2360 -0.3 0.5 -0.3 -0.086
C 3.3156 -4.8857 3.3600 -0.3 0.0 -0.1 -0.274
C 2.7648 -4.3114 2.1944 -0.3 -0.3 0.8 0.005
C 1.4183 -3.9772 2.1836 -0.2 0.6 0.1 -0.073
C 0.5911 -4.0755 3.3350 0.8 0.1 -0.1 -0.150
C -0.8449 -3.5127 3.2008 0.9 -0.8 0.6 -0.116
C -0.6789 -1.7684 2.9228 2.1 -1.1 -0.8 0.092
C 0.5738 -1.2873 2.7889 -2.8 -1.7 -0.1 0.141
N 1.7681 -0.8666 2.6781 -1.2 -0.2 0.4 0.052
C 2.5990 -0.6974 1.4883 0.9 0.2 -1.4 -0.076
C 3.9741 -0.2045 1.9980 0.5 0.0 -0.6 -0.139
C 3.8579 0.0180 3.4970 -0.1 0.0 0.0 -0.064
C 2.4984 -0.5574 3.8714 1.0 0.1 5.2 -0.302
O 2.1076 -0.7742 5.0260 0.5 0.5 -4.1 0.140
C -1.8863 -0.9451 2.7918 -0.7 2.0 -0.5 -0.175
C -3.0853 -1.5403 2.4528 -0.6 -1.4 0.2 -0.023
C -4.3377 -0.9391 2.5953 -0.3 0.1 -0.3 -0.047
C -4.4151 0.4331 2.8143 0.3 -0.2 0.2 -0.061
C -3.1992 1.1511 2.9054 -0.2 -0.4 -0.2 -0.061
C -1.9577 0.4793 2.8816 -0.7 0.1 0.5 -0.009
C -1.7246 -3.7122 4.4401 -0.5 0.2 0.6 -0.117
C -1.4560 -3.2607 5.7386 -1.0 0.0 -1.0 -0.016
C -2.5218 -3.2288 6.6488 -0.4 -0.4 -0.2 -0.053
C -3.7964 -3.7122 6.3049 0.8 -0.2 -0.9 -0.046
C -4.0222 -4.2930 5.0353 -0.1 0.3 0.6 -0.003
C -2.9802 -4.3362 4.1329 1.4 1.3 -0.1 -0.123
C -2.9460 -4.7336 2.7214 1.5 1.2 -0.5 -0.143
C -3.9743 -5.1518 1.9076 -0.5 -0.4 -0.7 -0.016
C -3.7364 -5.2902 0.5250 0.7 0.3 0.3 -0.055
C -2.4432 -5.1164 0.0140 0.1 -0.3 0.3 -0.061
C -1.3647 -4.7605 0.8476 -0.9 0.7 1.2 -0.002
C -1.6481 -4.3597 2.1780 -1.4 -0.4 -0.9 -0.088
C 1.1869 -4.6021 4.5088 0.0 0.6 -0.6 0.006
C 2.5408 -4.9659 4.5296 0.4 -0.2 0.0 0.006
H 6.1109 -6.4918 3.8574 -0.5 0.1 0.3 0.104
H 5.2552 -5.6185 5.1852 0.1 -0.2 -0.3 0.095
H 4.4958 -7.0604 4.4252 0.2 0.3 -0.1 0.106
H 3.4154 -4.1313 1.3494 -0.1 -0.3 -0.2 0.119
H 0.9916 -3.5442 1.2573 0.4 -0.2 0.7 0.114
H 2.7528 -1.6427 0.9565 -0.5 0.0 0.3 0.121
H 2.1881 0.0188 0.7644 -0.4 -0.2 0.5 0.143
H 4.7232 -0.9839 1.7854 -0.3 0.4 0.1 0.123
H 4.2774 0.7124 1.4720 -0.1 -0.4 0.1 0.124
H 4.6792 -0.4964 4.0323 -0.7 0.3 0.0 0.145
H 3.8896 1.0944 3.7613 -0.1 -0.6 0.0 0.146
H -3.0414 -2.5523 2.0594 -0.3 0.1 0.5 0.103
H -5.2508 -1.5689 2.5199 0.8 0.6 -0.2 0.126
H -5.4074 0.9241 2.8812 0.9 -0.2 0.0 0.122
H -3.2921 2.2446 3.0066 0.5 -0.7 -0.1 0.114
H -1.0760 1.0990 2.9461 0.3 -0.1 0.3 0.105
H -0.4756 -2.8819 5.9758 0.0 0.3 0.2 0.110
H -2.3695 -2.7958 7.6265 0.0 -0.1 0.1 0.105
H -4.6116 -3.6470 7.0032 -0.1 0.1 0.2 0.102
H -5.0223 -4.6193 4.7283 0.4 -0.1 0.3 0.120
H -4.9909 -5.3158 2.2991 0.7 0.0 -0.1 0.125
H -4.5346 -5.5423 -0.1600 -0.1 0.0 0.1 0.106
H -2.2432 -5.2518 -1.0522 -0.1 -0.2 0.4 0.110
H -0.3476 -4.7911 0.4973 0.0 0.3 -0.4 0.091
H 0.6361 -4.6892 5.4410 0.0 0.0 -0.3 0.108
H 3.0348 -5.2683 5.4752 -0.6 0.0 -0.8 0.123
```
Positions in Å, forces in eV/Å.

Values from the calculation:
* total charge: +1
* HOMO: -0.39585 hartree
* gap between HOMO and LUMO: 0.23175 Eh
* calculated total energy: -1439.90517 a.u.
* M: 456.6 g mol⁻¹
* SMILES: COc1ccc(C2(C(=C=[N+]3CCCC3=O)c3ccccc3)c3ccccc3-c3ccccc32)cc1
* LUMO: -4.5 eV

Record 3
Formula: C2H8NO2
Source: the Open Molecules 2025 dataset
Level of theory: the ωB97M-V functional and the def2-TZVPD basis

The geometry in XYZ format:
```
13
Properties=species:S:1:pos:R:3:forces:R:3:lowdin_charge:R:1
C 1.3920 -0.9274 -0.4508 -0.9 -0.8 1.8 -0.021
C 1.4238 1.1763 0.5398 -5.9 1.7 0.5 0.108
N 0.7000 0.2359 0.1564 -0.1 -2.4 -0.8 -0.046
O -2.7504 -0.2420 0.3425 -0.9 0.8 -1.2 0.099
O -1.6869 0.4873 -0.3978 0.0 -0.2 0.6 -0.132
H 1.4748 -1.7632 0.2782 -0.4 0.5 -0.4 0.115
H 0.8689 -1.2697 -1.3131 -0.4 -0.1 -0.6 0.085
H 2.3779 -0.6458 -0.6803 1.2 0.4 -0.6 0.072
H 0.7655 1.9965 0.8176 1.0 0.6 0.6 0.122
H 2.4080 1.1659 0.5387 4.6 0.1 -0.1 0.067
H -0.5596 0.2826 0.1787 0.9 0.1 -0.8 0.092
H -2.9335 -0.9735 -0.3241 -0.3 0.9 1.0 0.210
H -3.4806 0.4770 0.3142 1.0 -1.7 0.1 0.230
```
Positions in Å, forces in eV/Å.

Values from the calculation:
* total charge: +1
* HOMO: -0.56684 hartree
* gap between HOMO and LUMO: 0.41938 Eh
* calculated total energy: -285.79092 a.u.
* M: 78.1 g mol⁻¹
* LUMO: -4.0 eV

Record 4
Formula: C21H19F4N7P2Pd
Source: the Open Molecules 2025 dataset
Level of theory: the ωB97M-V functional and the def2-TZVPD basis

The geometry in XYZ format:
```
54
Properties=species:S:1:pos:R:3:forces:R:3:lowdin_charge:R:1
Pd -2.1700 0.5430 0.2361 0.0 0.4 -0.4 0.439
C -4.6837 1.8932 2.0167 0.0 0.0 0.0 -0.233
P -3.4947 0.5227 1.9817 0.1 -0.1 0.0 0.710
C -4.4984 -0.9355 2.3532 0.0 0.0 0.0 -0.239
C -2.4722 0.7719 3.4880 0.0 0.0 0.0 -0.393
C -1.3876 1.8155 3.2105 0.0 0.0 0.0 -0.404
P -0.5054 1.3785 1.6544 0.0 0.0 0.0 0.760
C 0.4272 2.8740 1.2216 0.0 0.0 0.0 -0.246
C 0.7937 0.2276 2.1964 0.0 0.0 0.0 -0.245
H -5.2264 1.9164 2.9631 0.0 0.0 0.0 0.053
H -5.3913 1.7630 1.1983 0.0 0.0 0.0 0.043
H -4.1680 2.8405 1.8651 0.0 0.0 0.0 0.045
H -5.0514 -0.8011 3.2841 0.0 0.0 0.0 0.053
H -3.8525 -1.8094 2.4337 0.0 0.0 0.0 0.053
H -5.2007 -1.1025 1.5379 0.0 0.0 0.0 0.043
H -2.0153 -0.1959 3.7144 0.0 0.0 0.0 0.083
H -3.0983 1.0456 4.3405 0.0 0.0 0.0 0.089
H -0.6885 1.9021 4.0450 0.0 0.0 0.0 0.088
H -1.8371 2.8011 3.0600 0.0 0.0 0.0 0.079
H 0.9771 3.2614 2.0810 0.0 0.0 0.0 0.053
H -0.2539 3.6378 0.8477 0.0 0.0 0.0 0.047
H 1.1439 2.6331 0.4347 0.0 0.0 0.0 0.020
H 1.3677 0.6386 3.0285 0.0 0.0 0.0 0.054
H 1.4703 0.0487 1.3602 0.0 0.0 0.0 0.026
H 0.3536 -0.7273 2.4832 0.0 0.0 0.0 0.040
N 3.1826 1.5229 -1.2064 0.1 0.0 -0.1 0.135
C 2.2421 1.2619 -1.8351 -0.1 -0.1 0.1 -0.397
N 1.2087 0.8725 -2.5621 0.0 0.1 0.0 0.080
C 0.0441 0.9373 -1.9980 0.0 0.1 -0.2 -0.360
N -1.0418 0.9616 -1.5751 0.1 -0.2 0.4 0.059
F 1.8913 -2.1254 0.2308 0.0 0.0 0.0 0.117
C 2.4459 -1.9102 -0.9602 0.0 0.0 0.0 -0.148
C 3.7188 -1.5063 -1.0100 0.0 0.0 -0.1 -0.166
F 4.3826 -1.3387 0.1179 0.0 0.0 0.1 0.146
C 4.4039 -1.2424 -2.2644 0.0 0.0 0.0 -0.026
C 3.6186 -1.5446 -3.4496 0.0 0.0 0.0 -0.136
C 2.3473 -1.9588 -3.3930 0.0 0.0 0.0 -0.148
F 1.6892 -2.1851 -4.5177 0.0 0.0 0.0 0.149
C 1.6283 -2.1045 -2.1401 0.0 0.0 -0.1 -0.028
C 0.2923 -2.3411 -2.0746 -0.1 0.1 0.1 -0.133
C -0.4444 -2.2447 -0.8475 -0.1 -0.1 0.0 -0.172
N -1.1188 -2.1191 0.0741 0.0 -0.2 0.1 0.193
C -0.5542 -2.5687 -3.2090 0.1 -0.1 -0.1 -0.166
N -1.2739 -2.8075 -4.0715 0.0 0.1 0.0 0.207
F 4.1857 -1.3774 -4.6342 0.0 0.0 0.0 0.146
C 5.6658 -0.7491 -2.3171 0.0 0.0 0.0 -0.119
C 6.3709 -0.4822 -3.5395 0.0 0.0 0.0 -0.160
N 7.0106 -0.2577 -4.4661 0.0 0.0 0.0 0.208
C 6.4475 -0.4266 -1.1566 0.0 0.1 0.0 -0.165
N 7.1428 -0.1411 -0.2888 0.0 0.0 0.0 0.210
C -3.8026 -0.1672 -0.8171 0.0 0.0 -0.1 -0.273
H -4.0383 -1.1945 -0.5363 0.0 0.0 0.0 -0.023
H -3.4787 -0.1489 -1.8569 0.0 0.0 0.0 -0.025
H -4.7047 0.4427 -0.7323 0.0 0.0 0.0 -0.026
```
Positions in Å, forces in eV/Å.

Values from the calculation:
* HOMO: -0.32275 hartree
* gap between HOMO and LUMO: 0.21475 Eh
* calculated total energy: -2404.88167 a.u.
* M: 613.8 g mol⁻¹
* LUMO: -2.9 eV

Record 5
Formula: C4H14N4O
Source: the Open Molecules 2025 dataset
Level of theory: the ωB97M-V functional and the def2-TZVPD basis

The geometry in XYZ format:
```
23
Properties=species:S:1:pos:R:3:forces:R:3:lowdin_charge:R:1
C 1.0968 2.2425 -0.8998 0.3 -0.5 0.4 -0.115
N 0.5749 1.5547 0.2613 -0.7 -0.9 0.8 -0.070
C 1.1482 0.3697 0.8286 3.4 4.2 0.5 -0.596
N 2.0542 -0.2560 -0.0281 -0.8 -0.7 -0.3 0.126
O 1.4144 0.4081 2.0397 -1.7 -1.3 -0.4 -0.008
H 0.4247 3.0674 -1.1509 0.1 -0.2 -0.2 0.078
H 1.1849 1.5248 -1.7157 -0.1 0.3 -0.2 0.069
H 2.0964 2.6368 -0.6936 0.1 0.1 -0.2 0.078
H 0.2476 2.1628 1.0036 0.2 -0.3 -0.1 0.123
H 1.5855 -0.7638 -0.7740 0.2 -0.1 0.0 0.054
H 2.6484 -0.8763 0.5061 -0.1 0.0 0.0 0.096
C -1.6297 0.2117 -0.7753 -0.1 -3.6 1.2 0.013
N -0.8410 -0.9833 0.0777 -0.8 3.6 -0.4 -0.306
C -1.3389 -1.3597 1.3842 0.2 0.0 0.1 -0.108
N -0.1163 -1.9400 -0.6854 -0.2 0.0 -1.0 0.001
H -1.6599 1.2551 -0.4603 1.1 -0.5 0.6 0.056
H -1.2830 0.1473 -1.8062 0.0 -0.1 0.1 0.063
H -2.6649 -0.1239 -0.6631 -0.1 -0.1 -0.6 0.059
H -0.5882 -1.2130 2.1673 0.4 -0.1 -0.1 0.062
H -2.1385 -0.7057 1.7396 -0.3 -0.1 -0.5 0.083
H -1.6333 -2.4134 1.4306 -0.4 0.0 -0.1 0.073
H -0.0046 -2.8352 -0.2041 -0.4 0.5 0.1 0.089
H -0.5778 -2.1105 -1.5822 -0.2 -0.2 0.4 0.077
```
Positions in Å, forces in eV/Å.

Values from the calculation:
* HOMO: -0.27798 hartree
* gap between HOMO and LUMO: 0.30558 Eh
* calculated total energy: -454.96022 a.u.
* M: 134.2 g mol⁻¹
* SMILES: CNC(N)=O.CN(C)N
* LUMO: 0.8 eV

Record 6
Formula: C2H5NO2S
Source: the Open Molecules 2025 dataset
Level of theory: the ωB97M-V functional and the def2-TZVPD basis

The geometry in XYZ format:
```
11
Properties=species:S:1:pos:R:3:forces:R:3:lowdin_charge:R:1
C 0.3806 -0.8443 -0.2691 1.7 -1.7 1.0 -0.166
C -0.1672 1.2932 0.6356 -0.4 1.2 -2.8 -0.350
N -0.7093 -1.4938 -0.1683 0.4 1.0 -1.7 -0.027
O 2.1077 1.5613 1.5073 1.0 0.8 -0.1 -0.576
O -1.3235 -1.4376 -1.4790 1.0 0.1 0.8 -0.086
S 1.2760 1.9698 0.3569 -1.1 -1.2 1.5 0.878
H 0.8922 -0.4746 -1.1668 -0.9 -0.1 -0.1 0.096
H 1.0600 -0.8230 0.6057 -0.7 -0.2 -0.3 0.088
H -0.7918 1.1336 -0.2600 0.0 0.9 0.6 0.041
H -0.5272 0.8402 1.5169 0.2 -0.3 1.1 0.043
H -2.1973 -1.7248 -1.2791 -1.2 -0.5 0.1 0.059
```
Positions in Å, forces in eV/Å.

Values from the calculation:
* HOMO: -0.34024 hartree
* gap between HOMO and LUMO: 0.31339 Eh
* calculated total energy: -682.46916 a.u.
* M: 107.1 g mol⁻¹
* LUMO: -0.7 eV